# 1
Here is a 5-piece molecular cluster, C30H53BrNO17P2 overall at a distorted geometry from OMol25. Energies are from the ωB97M-V functional and the def2-TZVPD basis.

Each line ends with the Mulliken charge.
Atoms and positions in Å:
C  2.018563  -4.085126  0.343860  -1.068
C  1.739594  -4.188991  -1.156747  -0.799
C  0.513427  -3.380072  -1.582904  -0.240
C  0.754560  -1.888477  -1.312477  0.487
O  0.331038  -1.510664  -0.049817  -0.406
P  -0.998119  -0.400341  0.068985  1.468
C  -2.557458  0.666153  -0.142728  -0.591
C  -3.791343  0.274885  0.678473  -0.635
C  -4.099459  1.158314  1.897853  -1.434
C  -1.190419  -0.813351  1.912403  -1.526
O  0.035172  -1.153925  2.553182  -0.150
C  -0.093074  -2.051712  3.615107  -0.918
C  0.131421  1.165559  0.347842  -1.334
Br  2.058499  0.771216  0.546909  -0.225
C  -0.326252  2.101423  1.483329  0.397
C  0.483820  2.148699  2.777615  -1.584
O  -0.734371  -0.137353  -1.783368  -0.811
C  0.227116  -0.853319  -2.331913  0.290
O  1.361466  0.102781  -2.701915  -0.381
C  2.334677  -0.428588  -3.325422  0.682
N  3.227451  -0.918398  -3.879298  -0.722
P  -0.542094  -1.360488  -3.967071  0.526
O  -0.522998  -0.277964  -4.982211  -0.788
H  1.097250  -4.192451  0.915320  0.190
H  2.486946  -3.137829  0.604264  0.209
H  2.693831  -4.885075  0.656611  0.473
H  2.611853  -3.835507  -1.711969  0.413
H  1.572029  -5.240432  -1.407693  0.293
H  -0.344869  -3.714945  -1.001042  0.232
H  0.353411  -3.592376  -2.640992  -0.213
H  1.848822  -1.762900  -1.298757  0.251
H  -1.858705  -1.515823  -0.301033  -0.111
H  -2.791550  0.488395  -1.191129  0.165
H  -2.389134  1.743000  -0.051254  0.642
H  -4.645552  0.396244  0.009063  0.457
H  -3.783529  -0.786078  0.940200  0.456
H  -3.534494  2.088926  1.835663  0.225
H  -3.807527  0.698595  2.844779  0.308
H  -5.158614  1.387110  1.941675  0.455
H  -1.654892  -0.003821  2.482195  0.472
H  -1.858320  -1.680129  1.941717  0.967
H  -1.116329  -2.099622  4.003428  0.387
H  0.560807  -1.743851  4.435269  0.251
H  0.199058  -3.065450  3.313585  0.181
H  0.124506  1.709805  -0.589479  1.087
H  -0.332198  3.119495  1.080733  0.317
H  -1.360805  1.884361  1.735221  -0.564
H  -0.098872  2.685723  3.524199  0.497
H  0.721375  1.153785  3.148598  0.172
H  1.390396  2.731064  2.629854  0.469
H  0.056856  -2.546732  -4.445046  -0.038
H  -1.850157  -1.692504  -3.587446  0.061
C  5.308928  1.557679  -2.061984  -1.412
C  5.914374  2.213882  -0.846781  0.504
C  7.335537  1.803592  -0.514293  -0.467
O  7.368175  1.930130  0.910411  -0.375
C  6.090702  1.782812  1.372237  0.565
O  5.811922  1.653352  2.518377  -0.521
O  5.224440  1.803015  0.342260  -0.195
H  5.949027  1.712206  -2.932382  0.407
H  5.182977  0.487776  -1.895687  0.320
H  4.325083  1.971392  -2.275743  0.321
H  5.834543  3.303371  -0.912382  0.201
H  8.093542  2.443576  -0.959152  0.312
H  7.528449  0.761026  -0.781283  0.307
C  -1.657938  -7.787622  -5.860376  -1.501
C  -1.267162  -6.681346  -4.915218  0.555
C  -0.735415  -7.133330  -3.567177  -0.519
O  -1.132327  -6.065442  -2.708362  -0.284
C  -2.214619  -5.460975  -3.252330  0.657
O  -2.888404  -4.656010  -2.704436  -0.519
O  -2.416170  -5.913317  -4.518012  -0.366
H  -0.823374  -8.476656  -5.996880  0.371
H  -2.513222  -8.335494  -5.463787  0.354
H  -1.936573  -7.387180  -6.833850  0.359
H  -0.561999  -5.994019  -5.391291  0.262
H  0.345576  -7.244403  -3.538090  0.327
H  -1.210723  -8.057759  -3.227008  0.317
C  -3.621845  2.068129  -3.330091  -0.899
C  -4.687974  2.919754  -2.688452  0.402
C  -4.234536  4.287916  -2.212703  -0.465
O  -5.089364  4.527943  -1.085743  -0.369
C  -5.465772  3.321853  -0.590746  0.661
O  -5.970573  3.139207  0.468835  -0.529
O  -5.133536  2.337353  -1.452323  -0.259
H  -3.150304  2.609563  -4.151367  0.427
H  -2.860561  1.797485  -2.597317  -0.143
H  -4.045187  1.145695  -3.724215  0.381
H  -5.562923  3.015413  -3.339612  0.258
H  -4.366942  5.075199  -2.950186  0.345
H  -3.198034  4.273549  -1.867241  0.282
C  2.045913  5.464952  8.138042  -1.440
C  1.114450  5.419246  6.954225  0.477
C  0.734907  4.030109  6.479301  -0.542
O  0.526444  4.226536  5.081173  -0.170
C  1.262978  5.294005  4.690574  0.578
O  1.459090  5.619965  3.568828  -0.514
O  1.747808  5.950716  5.780206  -0.365
H  1.632694  4.883768  8.963551  0.363
H  3.018298  5.055165  7.864455  0.361
H  2.195052  6.488913  8.477875  0.349
H  0.216864  6.016371  7.142109  0.240
H  -0.174472  3.645922  6.934317  0.331
H  1.545909  3.309842  6.615059  0.322

Forces on the atoms, in the same order (eV/Å):
0.206 -0.252 -0.100
-0.206 -0.044 0.362
0.272 0.005 0.011
0.925 0.045 0.277
-0.338 0.087 -0.139
-0.134 -0.256 0.560
0.151 0.003 0.039
-0.390 0.281 -0.230
0.480 -0.338 0.208
0.154 -0.249 -0.050
0.063 0.217 -0.039
-0.027 -0.104 0.125
0.024 -0.385 0.294
0.062 0.206 -0.155
0.260 0.294 -0.101
-0.315 0.114 -0.081
0.151 0.245 -0.272
-1.091 -0.493 0.173
0.063 0.147 -0.144
0.193 -0.156 -0.022
-0.082 0.079 0.059
0.254 0.758 -0.388
0.033 -0.016 -0.128
-0.043 0.115 0.046
-0.177 0.119 0.076
0.078 0.015 0.013
0.029 -0.104 -0.113
0.035 -0.020 -0.115
-0.213 0.071 -0.179
-0.231 0.058 -0.027
0.029 0.047 -0.228
0.013 0.098 -0.100
0.058 -0.112 0.106
0.017 0.056 -0.023
-0.033 -0.155 0.008
0.141 -0.038 0.033
-0.202 0.179 -0.022
0.018 -0.096 0.001
-0.035 0.105 0.099
-0.120 0.032 -0.043
-0.088 0.001 -0.001
-0.037 0.057 0.006
0.068 0.036 -0.016
-0.025 -0.034 -0.055
-0.104 -0.014 -0.071
-0.082 0.050 0.006
-0.049 -0.113 -0.053
-0.062 -0.134 -0.005
0.074 -0.033 -0.017
0.187 -0.193 0.048
-0.086 -0.134 0.111
0.119 -0.439 0.306
-0.105 -0.046 0.094
-0.057 -0.074 -0.258
-0.007 -0.009 0.021
0.022 -0.046 0.000
0.091 0.017 -0.141
0.004 0.014 0.030
-0.015 0.060 0.276
-0.004 0.005 -0.005
0.068 -0.011 -0.037
-0.005 -0.001 0.009
0.032 0.007 0.034
0.012 0.044 0.076
-0.027 0.000 -0.038
-0.164 0.046 -0.034
0.037 -0.074 -0.015
0.050 0.019 -0.032
0.021 -0.112 0.083
-0.036 0.066 -0.042
-0.050 0.027 -0.004
0.069 0.024 -0.025
0.013 0.009 -0.004
0.053 -0.048 0.053
0.013 0.006 -0.003
0.023 0.001 0.027
0.010 0.079 0.043
-0.013 -0.015 -0.046
0.016 -0.038 0.112
0.170 0.025 -0.145
0.055 -0.020 -0.002
-0.044 0.002 0.018
0.407 -0.275 0.009
-0.327 0.298 -0.083
-0.276 0.062 -0.041
-0.008 -0.015 -0.022
0.028 0.143 -0.144
-0.003 -0.005 -0.022
-0.013 0.019 0.015
-0.081 0.035 0.050
0.012 -0.040 -0.025
0.126 0.096 -0.064
0.033 -0.056 0.056
-0.048 -0.087 0.018
0.090 0.240 0.160
0.018 0.019 0.020
-0.041 0.021 -0.010
-0.042 0.046 0.011
-0.014 0.003 0.001
-0.030 -0.084 0.011
-0.013 0.002 0.003
-0.020 -0.023 -0.004
-0.044 0.007 -0.076
0.027 0.030 0.038

2S+1: 1
Electronic energy (a.u.): -5765.5229
Charge: -1

# 2
Here is a 11-piece molecular cluster, C30H53Cl9F9N5O11 overall at a distorted geometry from OMol25. Energies are from the ωB97M-V functional and the def2-TZVPD basis.

Each line ends with the Mulliken charge.
Atoms and positions in Å:
C  1.725681  -3.602493  -3.685493  -0.951
C  3.190251  -3.520233  -3.894423  -0.224
O  3.579101  -4.619593  -4.738193  -0.344
C  3.779551  -5.903563  -4.383853  0.407
O  3.600031  -6.313093  -3.194183  -0.583
C  4.177761  -6.777243  -5.552403  0.831
F  5.444331  -6.978643  -5.510413  -0.232
F  3.456691  -7.935283  -5.449463  -0.239
F  3.948881  -6.162893  -6.710243  -0.243
H  1.406251  -3.608893  -2.643373  0.193
H  1.322401  -4.549933  -4.043033  0.388
H  1.184011  -2.752233  -4.099913  0.351
H  3.745631  -3.576753  -2.958223  0.283
H  3.593611  -2.558733  -4.212103  0.371
C  -3.882489  3.884457  3.552867  -1.210
C  -2.551209  3.495867  3.125827  0.844
O  -1.720449  4.651087  3.377847  -0.313
C  -0.630859  5.003247  2.706717  0.495
O  -0.174999  4.255417  1.776487  -0.526
C  0.059921  6.369347  3.207807  0.728
F  1.231861  6.027977  3.653667  -0.227
F  0.266271  7.182407  2.185447  -0.240
F  -0.535619  6.989857  4.229277  -0.242
H  -3.812609  4.329437  4.545447  0.385
H  -4.609409  3.073567  3.599117  0.166
H  -4.353539  4.659877  2.948767  0.289
H  -2.694809  3.140667  2.105387  -0.429
H  -2.133619  2.593407  3.572247  0.228
C  -0.893159  1.258057  0.916947  1.190
C  -0.230689  0.542887  -0.232033  -0.061
O  0.917171  -0.210743  0.027687  -0.074
C  2.031141  -0.151073  -0.653543  0.163
O  2.130331  0.436967  -1.686923  -0.477
C  3.223361  -0.978373  -0.095113  0.702
F  2.880041  -1.937773  0.709457  -0.208
F  3.859301  -1.523123  -1.137243  -0.192
F  4.061971  -0.080203  0.521827  -0.161
H  -1.317359  0.616797  1.689567  -0.196
H  -1.710759  1.891027  0.572017  -0.133
H  -0.142209  1.839487  1.451857  -0.238
H  0.032601  1.278447  -0.992123  0.113
H  -0.820019  -0.257403  -0.679603  -0.255
Cl  2.022811  1.429207  2.972517  -0.020
C  3.387591  1.971177  3.915547  0.086
Cl  3.316811  1.365877  5.512647  -0.127
Cl  3.452241  3.782537  3.777107  -0.118
H  4.227341  1.514257  3.391967  0.146
Cl  -3.117689  4.531297  -0.431873  -0.125
C  -1.920299  4.828637  -1.646853  -0.091
Cl  -2.821809  5.561557  -2.997423  -0.151
Cl  -1.183319  3.328987  -2.144933  -0.050
H  -1.080499  5.359427  -1.198403  0.405
Cl  5.204241  2.603137  0.263227  -0.021
C  6.906641  2.207407  0.142567  -0.077
Cl  7.282651  0.951897  -1.063223  -0.137
Cl  7.692371  2.087087  1.723847  -0.129
H  7.399431  3.073887  -0.298433  0.344
C  -2.019709  -4.633173  -2.170293  -1.131
N  -2.254339  -4.150893  -0.814923  0.225
C  -2.668769  -5.116303  0.243337  -0.934
C  -2.302599  -2.828733  -0.610673  0.487
O  -2.561259  -2.308273  0.483907  -0.563
H  -1.782589  -3.914413  -2.954683  0.331
H  -2.957699  -5.118423  -2.440143  0.385
H  -1.204369  -5.354913  -2.219483  0.339
H  -2.927089  -4.702923  1.218267  0.182
H  -3.564989  -5.722153  0.109827  0.355
H  -1.907579  -5.896383  0.256437  0.376
H  -2.341839  -2.190883  -1.507223  -0.035
C  -3.160909  -1.224073  3.346337  -0.601
N  -4.046849  -0.127213  3.107807  0.363
C  -4.874179  0.284787  4.249507  -1.197
C  -4.245049  0.362537  1.894017  -0.227
O  -4.700499  1.470647  1.617427  -0.610
H  -3.757949  -2.127433  3.221567  0.336
H  -2.883669  -1.169183  4.399067  0.398
H  -2.308929  -1.226073  2.666457  -0.128
H  -5.513849  1.099547  3.910277  0.355
H  -5.583169  -0.455173  4.620847  0.337
H  -4.176419  0.792857  4.915167  0.412
H  -3.793009  -0.248033  1.097107  0.591
C  -0.505889  -4.070513  4.551657  -0.651
N  0.761291  -3.572893  4.036397  0.272
C  0.615441  -2.612133  2.903077  -0.904
C  2.026401  -3.838403  4.540767  0.089
O  3.090211  -3.381303  4.112177  -0.559
H  -0.953309  -4.660043  3.751417  0.241
H  -1.225149  -3.294183  4.812557  0.172
H  -0.339109  -4.610543  5.483677  0.316
H  0.352171  -3.069263  1.949227  0.385
H  -0.202329  -1.946943  3.180387  -0.009
H  1.372471  -1.829443  2.854137  0.357
H  1.940811  -4.450113  5.452187  0.268
C  -5.152329  1.654657  -1.725533  -0.507
N  -4.306509  1.035557  -2.642663  0.303
C  -4.818549  0.870817  -3.994353  -1.032
C  -3.049129  0.643507  -2.276153  0.525
O  -2.340669  -0.006223  -3.094633  -0.806
H  -4.693729  1.813247  -0.749503  -0.181
H  -5.903519  0.958847  -1.351833  0.267
H  -5.509079  2.584617  -2.168253  0.318
H  -5.246979  1.821217  -4.312623  0.318
H  -4.081269  0.560787  -4.734893  0.282
H  -5.615369  0.129377  -3.935623  0.362
H  -2.697479  1.113047  -1.344443  0.066
C  4.982971  4.251497  -3.279933  -0.966
N  3.965661  3.243487  -3.321963  0.185
C  4.604011  1.938167  -3.288053  -0.167
C  2.647651  3.504437  -3.456943  0.391
O  2.224751  4.698187  -3.474143  -0.696
H  5.418111  4.578877  -4.224163  0.336
H  5.826511  4.036507  -2.623953  0.226
H  4.489591  5.133937  -2.872523  0.345
H  3.863241  1.138877  -3.265723  0.019
H  5.220401  1.638537  -4.135623  0.345
H  5.259561  1.837127  -2.423103  -0.235
H  2.113611  2.542597  -3.413583  0.217

Forces on the atoms, in the same order (eV/Å):
-1.741 0.413 0.657
1.186 -0.780 1.844
1.249 -0.744 -1.694
-2.137 1.577 6.173
0.988 1.063 -4.835
-2.028 0.233 0.065
2.226 -1.225 0.334
0.954 0.889 -0.597
-0.729 -0.406 -0.362
0.475 0.092 0.307
0.054 0.191 -0.418
-0.022 -0.203 -0.430
-0.174 -0.711 0.312
-0.330 -0.340 -1.303
-1.984 0.822 1.868
0.610 -1.233 -1.562
0.791 1.323 0.159
0.229 -3.870 -3.327
-1.105 3.870 3.584
-0.613 -1.393 -0.268
1.830 -0.705 0.600
-0.689 0.443 -0.246
-0.741 0.007 -0.711
-0.177 -0.061 0.264
0.364 -0.135 -0.152
0.330 -0.032 -0.387
0.945 0.846 -0.586
0.171 0.335 0.773
0.704 -0.552 0.996
-1.148 0.142 -1.989
2.008 -1.328 3.195
-0.969 0.266 -0.668
0.727 0.431 -0.642
0.020 1.568 -0.596
-0.106 -0.445 0.915
0.320 0.137 0.094
-0.601 -1.279 -0.346
-0.047 -0.479 -0.190
0.295 0.134 -0.218
-0.210 0.473 -0.267
-0.155 -0.097 -0.111
-0.905 0.635 -0.184
-0.828 -0.301 -0.346
0.341 0.657 -1.397
0.048 -0.005 1.004
0.273 -1.016 0.361
0.239 0.562 0.324
-0.520 -0.213 1.180
-0.012 -0.220 -0.263
0.833 0.318 0.015
0.267 -0.539 -0.493
-0.495 0.754 -0.481
-0.032 -0.165 0.113
0.891 1.352 -0.702
-0.145 -0.324 0.790
-0.257 -0.649 -0.168
-0.327 -0.052 0.137
-0.659 -1.115 0.075
-0.167 0.102 0.227
0.516 -0.541 -0.457
-1.772 0.871 1.429
0.563 -0.319 -0.651
-0.190 0.645 0.654
0.163 -0.325 -0.532
-0.045 -0.199 0.291
1.029 0.653 -0.209
-0.478 0.404 -1.337
0.324 0.220 0.637
0.802 -0.258 -0.207
-0.561 -0.803 0.104
-1.248 0.133 1.271
0.386 1.731 -1.216
1.066 1.191 -1.513
-0.690 -0.463 0.252
0.451 -0.540 -0.034
0.432 -0.026 -0.108
-0.148 -0.063 0.169
-0.017 -0.012 -0.246
0.722 -0.423 0.311
-0.396 -0.604 0.912
0.030 -0.210 0.064
0.691 -0.152 0.009
1.167 1.372 -0.981
-0.640 0.538 1.285
-0.217 1.132 -0.491
-1.847 -0.852 0.525
-0.242 -0.420 0.349
0.247 0.455 -0.169
0.020 -0.451 -0.274
0.378 -0.093 0.025
-0.652 -0.318 -0.049
0.817 -0.925 -0.204
0.264 -0.222 -0.055
-0.817 0.386 1.683
2.549 -0.841 -0.399
-0.222 -0.283 0.317
0.242 -0.523 -3.740
-0.855 1.017 2.495
0.690 0.587 -0.232
-0.960 0.148 -0.704
-0.529 -0.003 0.464
-0.076 0.046 0.003
0.176 -0.031 0.511
-0.155 -0.058 -0.375
-0.144 -0.614 0.099
-0.559 2.223 0.516
2.126 -1.084 -0.569
-1.002 -1.354 0.019
0.397 2.892 0.775
0.384 -3.466 -0.225
-0.241 -0.431 -0.421
-0.248 -0.565 0.130
0.178 0.257 -0.008
-0.203 0.110 0.393
0.112 0.832 -0.521
-0.372 0.147 0.059
-0.712 0.464 -0.250

2S+1: 1
Electronic energy (a.u.): -7316.7418
ΔE to the lowest compared entry with this formula, charge and spin (kcal per mole): 84.88
SMILES string: CCOC(=O)C(F)(F)F.CCOC(=O)C(F)(F)F.CCOC(=O)C(F)(F)F.ClC(Cl)Cl.ClC(Cl)Cl.ClC(Cl)Cl.CN(C)C=O.CN(C)C=O.CN(C)C=O.CN(C)C=O.CN(C)C=O